# 1
Computed, not measured: an isolated molecule of C2H6IO2P in a non-equilibrium geometry, with wB97M-V/def2-TZVPD.

Structure (XYZ):
```
12
C2H6IO2P wB97M-V/def2-TZVPD
C 0.333 2.736 -0.294
C 0.088 -1.706 -0.265
O 0.041 1.417 0.094
O -0.578 -0.807 -1.195
P -1.199 0.616 -1.046
I -3.125 0.081 0.383
H -0.347 2.961 -1.138
H 1.361 2.737 -0.668
H 0.245 3.249 0.582
H -0.674 -2.242 0.353
H 0.857 -1.366 0.484
H 0.766 -2.455 -0.779
```

For the largest force on an atom, the calculation gives 0.0885 Eh/bohr. As for the molar mass: 219.9 g/mol. The LUMO energy comes out at 0.4 eV. Its energy above the lowest of the compared OMol25 structures with the same formula, charge and spin is 153.6 kJ/mol.

Results of the natural (NBO) charge analysis, in e, for atoms 1 through 6: -0.2413 -0.2825 -0.8105 -0.8481 1.2677 -0.2271



# 2
Computed, not measured: a structure of composition C3H2Br6O3 in a non-equilibrium geometry, with wB97M-V/def2-TZVPD.

Structure (XYZ):
```
14
C3H2Br6O3 wB97M-V/def2-TZVPD
C 0.801 0.254 0.773
C 1.139 0.291 -0.666
C -1.563 -0.312 0.364
O 1.115 -0.857 1.408
O 0.819 -0.835 -1.288
O -1.637 0.285 -0.669
Br 0.819 1.875 1.700
Br 3.281 0.465 -0.654
Br 0.532 1.909 -1.543
Br -1.345 -2.223 0.475
Br -2.244 0.393 2.035
Br -3.676 0.350 -2.055
H 1.032 -0.800 2.372
H 0.926 -0.796 -2.251
```

For the largest force on an atom, the calculation gives 0.0295 Eh/bohr. As for the molar mass: 565.5 g/mol. The LUMO energy (alpha / beta) comes out at -1.8 / -2.7 eV. Its energy above the lowest of the compared OMol25 structures with the same formula, charge and spin is 245.2 kJ/mol.

Results of the natural (NBO) charge analysis, in e, for atoms 1 through 6: 0.1631 0.1484 0.3194 -0.6550 -0.6854 -0.5682



# 3
Computed, not measured: a structure of composition C9H20BrN2O in a non-equilibrium geometry, with wB97M-V/def2-TZVPD.

Structure (XYZ):
```
33
C9H20BrN2O wB97M-V/def2-TZVPD
C -3.111 -1.619 -0.414
C 5.098 0.105 -0.644
C -3.384 0.462 1.866
C 3.662 0.522 -0.245
C 2.675 -0.389 -1.087
C 1.220 -0.397 -0.419
C 0.713 1.073 0.007
C -0.617 1.091 0.733
C -2.972 0.183 0.433
N -4.122 -2.256 0.145
N -1.628 0.508 -0.106
O -2.062 -1.896 -0.891
Br -4.326 1.024 -0.812
H 5.758 0.860 -0.336
H 5.358 -0.882 -0.189
H 4.989 0.006 -1.787
H -3.057 -0.391 2.507
H -2.865 1.401 1.996
H -4.412 0.583 1.884
H 3.562 1.466 -0.717
H 3.433 0.523 0.786
H 2.608 0.095 -2.039
H 3.060 -1.425 -1.159
H 0.750 -0.903 -1.260
H 1.096 -0.953 0.488
H 0.698 1.797 -0.788
H 1.461 1.389 0.686
H -0.486 0.384 1.614
H -0.886 2.072 1.069
H -4.978 -1.743 0.317
H -4.252 -3.223 -0.138
H -1.808 0.919 -1.079
H -1.177 -0.383 -0.420
```

For the largest force on an atom, the calculation gives 0.1086 Eh/bohr. As for the net charge: +1. As for the molar mass: 252.2 g/mol. The LUMO energy comes out at -3.0 eV. Its energy above the lowest of the compared OMol25 structures with the same formula, charge and spin is 90.0 kJ/mol.

Results of the natural (NBO) charge analysis, in e, for atoms 1 through 6: 0.7696 -0.5897 -0.6798 -0.4023 -0.3746 -0.4315



# 4
Computed, not measured: an isolated molecule of C4H11N2O in a non-equilibrium geometry, with wB97M-V/def2-TZVPD.

Structure (XYZ):
```
18
C4H11N2O wB97M-V/def2-TZVPD
O -0.735 2.518 -0.182
C -0.790 1.361 0.214
C 0.075 0.258 -0.366
C -0.581 -1.124 -0.288
C -0.135 -1.677 1.184
N 1.276 -1.617 1.405
N 0.503 0.722 -1.883
H -1.494 1.190 0.971
H 1.247 0.272 0.118
H 0.116 -1.813 -0.930
H -1.667 -1.271 -0.373
H -0.401 -2.722 1.297
H -0.678 -1.219 2.040
H 1.674 -2.590 1.657
H 1.601 -1.102 2.267
H 1.462 0.551 -2.187
H 0.030 0.175 -2.603
H 0.118 1.746 -1.921
```

As for the expectation value of S²: 0.754. For the largest force on an atom, the calculation gives 0.0881 Eh/bohr. As for the multiplicity: 2. As for the molar mass: 103.1 g/mol. The LUMO energy (alpha / beta) comes out at 0.9 / 0.5 eV. Its energy above the lowest of the compared OMol25 structures with the same formula, charge and spin is 292.2 kJ/mol.

Results of the natural (NBO) charge analysis, in e, for atoms 1 through 6: -0.7071 0.0806 -0.1688 -0.4521 -0.2098 -0.8653



# 5
Computed, not measured: a cluster of 2 separate species, C2H3O3S in total in a non-equilibrium geometry, with wB97M-V/def2-TZVPD.

Structure (XYZ):
```
9
C2H3O3S wB97M-V/def2-TZVPD
C -0.343 -0.363 -1.507
C -0.913 0.468 -0.607
O 0.000 0.167 2.707
O -0.909 -0.392 -2.623
O 1.925 0.934 1.254
S 0.594 0.272 1.367
H 0.363 -1.153 -1.231
H -1.680 1.159 -0.213
H 0.963 -1.091 0.852
```

For the largest force on an atom, the calculation gives 0.0763 Eh/bohr. As for the net charge: -1. As for the molar mass: 107.1 g/mol. The LUMO energy comes out at 3.9 eV. Its energy above the lowest of the compared OMol25 structures with the same formula, charge and spin is 476.0 kJ/mol.

Results of the natural (NBO) charge analysis, in e, for atoms 1 through 6: 0.1514 -0.3232 -0.9849 -0.7214 -0.9970 1.6221



# 6
Computed, not measured: a structure of composition O3P2 in a non-equilibrium geometry, with wB97M-V/def2-TZVPD.

Structure (XYZ):
```
5
O3P2 wB97M-V/def2-TZVPD
O 1.881 -0.006 -0.630
O -0.142 -0.946 0.139
O -1.328 1.156 0.099
P 1.118 0.084 0.523
P -1.529 -0.288 -0.130
```

For the largest force on an atom, the calculation gives 0.1284 Eh/bohr. As for the molar mass: 109.9 g/mol. The LUMO energy comes out at -0.6 eV. Its energy above the lowest of the compared OMol25 structures with the same formula, charge and spin is 32.3 kJ/mol.

Calculated atomic charges, method natural (NBO), unit e: -1.0066 -1.1281 -1.0499 1.6131 1.5715



# 7
Computed, not measured: a structure of composition C21H14Cl3MnN3O7S2Si, with wB97M-V/def2-TZVPD.

Structure (XYZ):
```
52
C21H14Cl3MnN3O7S2Si wB97M-V/def2-TZVPD
Mn 0.332 2.014 0.118
O -0.485 2.803 4.355
C 0.017 1.651 4.832
C 0.054 1.499 6.220
C 0.562 0.348 6.788
C 1.046 -0.680 5.985
C 1.015 -0.533 4.611
C 0.508 0.621 4.013
C 0.502 0.737 2.534
O -0.173 1.728 1.999
N 1.133 -0.147 1.833
N 0.935 0.150 0.488
C 1.139 -0.807 -0.345
C 0.783 -0.726 -1.734
C 1.125 -1.806 -2.566
C 0.739 -1.839 -3.885
C -0.030 -0.782 -4.389
C -0.402 0.272 -3.590
C -0.006 0.337 -2.235
O -0.397 1.360 -1.522
H -0.470 2.747 3.372
H -0.328 2.310 6.828
H 0.579 0.249 7.868
H 1.439 -1.587 6.426
H 1.379 -1.315 3.959
H 1.546 -1.746 0.031
H 1.678 -2.632 -2.131
H 1.006 -2.678 -4.513
H -0.346 -0.798 -5.426
H -1.005 1.088 -3.968
Cl -1.592 4.649 -1.730
Si -1.281 3.655 0.071
Cl -0.914 5.164 1.452
Cl -3.202 2.976 0.561
O 1.140 3.436 -0.609
O 1.740 3.043 0.612
O 1.661 -8.781 -2.354
S 1.748 -8.495 -0.941
O 2.600 -9.368 -0.167
N 2.081 -6.933 -0.664
C 1.087 -6.300 -0.062
S 1.054 -4.695 0.407
C -0.102 -7.193 0.212
C -1.305 -6.871 0.819
C -2.260 -7.869 0.960
C -2.020 -9.164 0.504
C -0.814 -9.486 -0.106
C 0.121 -8.478 -0.235
H -1.468 -5.858 1.164
H -3.209 -7.638 1.431
H -2.782 -9.925 0.624
H -0.611 -10.486 -0.467
```

As for the expectation value of S²: 1.153. For the largest force on an atom, the calculation gives 0.0091 Eh/bohr. As for the multiplicity: 2. As for the net charge: -2. As for the molar mass: 673.9 g/mol. The LUMO energy (alpha / beta) comes out at 3.9 / 4.2 eV. Its energy above the lowest of the compared OMol25 structures with the same formula, charge and spin is 104.4 kJ/mol.

Results of the natural (NBO) charge analysis, in e, for atoms 1 through 6: 0.8998 -0.6817 0.3445 -0.2916 -0.1910 -0.2793



# 8
Computed, not measured: a cluster of 4 separate species, C8H13Cl3N2O3 in total in a non-equilibrium geometry, with wB97M-V/def2-TZVPD.

Structure (XYZ):
```
29
C8H13Cl3N2O3 wB97M-V/def2-TZVPD
C -3.410 3.430 1.411
C -4.831 3.601 1.508
N -5.979 3.777 1.613
H -3.285 2.780 0.545
H -2.759 3.144 2.237
H -3.015 4.390 1.076
C -0.751 -0.830 -4.124
C -1.838 -0.301 -3.286
N -2.722 0.072 -2.585
H -0.414 -1.597 -3.426
H -0.045 -0.005 -4.220
H -1.041 -1.380 -5.019
C 2.536 -1.751 -0.045
O 1.399 -1.002 -0.337
C 1.477 0.309 -0.665
O 2.387 0.874 -1.190
O 0.194 0.746 -0.762
C -0.076 1.972 -1.400
H 3.080 -1.873 -0.981
H 2.406 -2.742 0.391
H 3.354 -1.210 0.432
H 0.073 1.767 -2.460
H 0.549 2.824 -1.134
H -1.134 2.205 -1.276
C 2.757 -3.729 4.801
Cl 4.493 -4.161 4.892
Cl 1.736 -4.887 5.780
Cl 2.181 -3.727 3.091
H 2.678 -2.694 5.134
```

As for the expectation value of S²: 0.753. For the largest force on an atom, the calculation gives 0.0897 Eh/bohr. As for the multiplicity: 2. As for the net charge: -1. As for the molar mass: 291.6 g/mol. The LUMO energy (alpha / beta) comes out at 2.0 / 2.0 eV.

Results of the natural (NBO) charge analysis, in e, for atoms 1 through 6: -0.7375 0.2929 -0.3378 0.2638 0.2686 0.2497



Sequential electronic energy output: -869.319275 -15785.192033 -3113.371038 -343.587391 -701.813524 -908.492728 -5117.245226 -2028.350736 Eh